(1)
{
  "formula": "CH6NPS",
  "method": "ωB97M-V/def2-TZVPD",
  "mol_weight_g_mol": 95.11,
  "gap_ev": 8.713,
  "smiles": "[H]/N=P\\[H].CS",
  "e_tot_ev": -22746.8249,
  "symbols": ["H", "N", "P", "H", "C", "S", "H", "H", "H", "H"],
  "positions_angstrom": [[0.83561, 3.52885, 0.89735], [0.73919, 3.34811, -0.09515], [-0.45416, 2.55943, -0.66900], [-1.29098, 2.18347, 0.45863], [-0.06177, -1.48466, -0.31487], [0.10048, -2.65860, 1.07310], [-0.78195, -0.73339, -0.00539], [-0.42901, -1.99935, -1.19549], [0.89881, -1.01372, -0.51374], [0.44379, -3.73013, 0.36457]],
  "atomic_forces_ev_per_a": [[-0.092, -0.060, 0.060], [0.517, 0.345, 0.187], [-0.513, -0.372, -0.305], [0.092, 0.067, 0.058], [0.263, -0.218, 0.262], [-0.174, 0.245, 0.106], [-0.058, 0.044, -0.028], [-0.051, 0.065, -0.068], [-0.085, 0.015, -0.109], [0.101, -0.132, -0.164]]
}



(2)
{
  "formula": "CH6NS",
  "method": "ωB97M-V/def2-TZVPD",
  "mol_weight_g_mol": 64.13,
  "total_charge": -1,
  "gap_ev": 6.727,
  "e_tot_ev": -13460.3879,
  "symbols": ["N", "H", "H", "H", "C", "S", "H", "H", "H"],
  "positions_angstrom": [[2.53966, -0.32584, 0.60818], [1.78152, -0.73382, 1.15106], [2.15970, 0.58881, 0.39181], [2.57718, -0.81366, -0.28788], [-1.04219, 0.06603, -1.30665], [-0.96124, 0.21050, 0.52574], [-0.04123, 0.17828, -1.74407], [-1.64705, 0.87549, -1.70391], [-1.39696, -0.91803, -1.61540]],
  "atomic_forces_ev_per_a": [[0.401, 0.006, -0.032], [-0.082, -0.111, -0.322], [-0.096, 0.069, -0.060], [-0.207, 0.030, 0.359], [0.693, 0.059, 0.492], [-0.080, -0.051, -0.066], [-0.031, 0.011, -0.001], [-0.298, -0.102, -0.264], [-0.300, 0.088, -0.106]]
}



(3)
{
  "formula": "CH6NS",
  "method": "ωB97M-V/def2-TZVPD",
  "mol_weight_g_mol": 64.13,
  "total_charge": -1,
  "gap_ev": 6.552,
  "e_tot_ev": -13460.0458,
  "symbols": ["N", "H", "H", "H", "C", "S", "H", "H", "H"],
  "positions_angstrom": [[2.91497, -0.50796, 0.48822], [3.30713, -0.55154, 1.41821], [2.10856, 0.06266, 0.29016], [2.67586, -1.46895, 0.27640], [-2.38180, 0.44337, -0.57697], [-0.64205, 1.00815, -0.14856], [-2.95658, 1.36346, -0.56863], [-2.77133, -0.14930, 0.25998], [-2.25476, -0.19989, -1.43882]],
  "atomic_forces_ev_per_a": [[1.037, -1.114, -0.607], [-0.604, 0.739, 0.120], [-0.362, 0.240, 0.680], [-0.182, 0.141, -0.216], [1.518, 0.088, 1.621], [-0.193, -0.131, 0.030], [-0.442, -0.202, -0.977], [0.024, -0.125, -0.179], [-0.795, 0.364, -0.471]]
}



(4)
{
  "formula": "CH6Na7O6",
  "method": "ωB97M-V/def2-TZVPD",
  "mol_weight_g_mol": 274.98,
  "total_charge": 5,
  "gap_ev": 8.553,
  "e_tot_ev": -44282.8158,
  "symbols": ["Na", "Na", "Na", "Na", "Na", "Na", "Na", "C", "O", "O", "O", "O", "H", "H", "O", "H", "H", "O", "H", "H"],
  "positions_angstrom": [[-2.82380, 0.19092, -2.53411], [0.93222, -3.30905, 1.44087], [-3.05562, -0.11548, 1.28592], [-0.60240, 2.41937, -1.45623], [-1.35478, -2.70690, -0.55378], [2.79638, -0.12157, 1.49143], [0.64533, 2.58627, 2.21092], [0.05088, -0.00039, 0.24627], [0.13491, -1.02218, 1.04820], [-0.96848, 0.05684, -0.58421], [0.91302, 0.95971, 0.26707], [1.87660, 2.08386, -2.18048], [1.93546, 1.62260, -1.33718], [2.06210, 3.01550, -1.99105], [0.48254, -1.10268, -2.88921], [0.58383, -2.02621, -2.63968], [0.26074, -0.61586, -2.09121], [-1.46826, -0.95538, 3.54430], [-0.80826, -0.90101, 2.83738], [-1.59243, -0.05835, 3.88479]],
  "atomic_forces_ev_per_a": [[-0.238, -0.145, -1.069], [0.534, -0.571, 0.760], [-0.418, -0.090, 0.905], [0.951, 0.343, -0.576], [-0.179, -0.145, -0.480], [0.656, 0.087, -0.153], [0.296, 0.688, 0.329], [-0.149, 0.154, 0.070], [0.338, -0.110, -0.838], [-0.407, 0.072, 0.560], [-0.965, -0.751, 1.008], [-1.282, 0.285, 0.369], [0.441, 0.097, -0.113], [0.619, -0.033, -0.347], [-0.718, 0.009, 0.232], [0.433, -0.194, -0.425], [0.253, 0.057, 0.026], [-0.452, 0.413, -1.233], [0.187, 0.082, 0.362], [0.101, -0.247, 0.614]]
}



(5)
{
  "formula": "CH6O",
  "method": "ωB97M-V/def2-TZVPD",
  "mol_weight_g_mol": 34.06,
  "gap_ev": 12.698,
  "smiles": "C.O",
  "e_tot_ev": -3181.2526,
  "symbols": ["C", "H", "H", "H", "H", "O", "H", "H"],
  "positions_angstrom": [[1.94010, -1.09866, 0.11854], [2.28405, -1.74445, 1.08243], [2.35299, -0.11468, 0.23470], [0.89020, -1.04178, 0.32088], [2.20106, -1.75174, -0.72325], [-2.89963, 2.05075, -0.34646], [-3.49282, 2.01886, 0.40690], [-3.27594, 1.68170, -1.09375]],
  "atomic_forces_ev_per_a": [[0.780, -2.684, 3.151], [-0.422, 1.552, -2.082], [0.512, 0.232, -0.531], [-0.771, 0.053, -0.503], [-0.100, 0.849, -0.036], [1.742, 1.378, 2.312], [-0.242, -0.191, -0.324], [-1.499, -1.188, -1.986]]
}



(6)
{
  "formula": "CH6O2",
  "method": "ωB97M-V/def2-TZVPD",
  "mol_weight_g_mol": 50.06,
  "gap_ev": 11.593,
  "smiles": "CO.O",
  "e_tot_ev": -5228.7032,
  "symbols": ["C", "O", "H", "H", "H", "H", "O", "H", "H"],
  "positions_angstrom": [[-0.58560, -0.92420, 0.52794], [-0.67932, 0.48951, 0.67200], [0.38372, -1.38214, 0.78741], [-0.81314, -1.15574, -0.52620], [-1.36782, -1.37249, 1.16338], [-1.61329, 0.77316, 0.58468], [1.79657, 1.47450, -0.91590], [0.99415, 1.07636, -0.50860], [1.88473, 1.02104, -1.78471]],
  "atomic_forces_ev_per_a": [[-1.386, -0.407, -0.427], [0.236, 0.485, 0.180], [-0.247, 0.912, 0.052], [0.164, -0.350, 0.318], [0.403, -0.234, -0.236], [0.936, -0.466, 0.034], [-0.551, -0.913, -0.653], [0.545, 0.464, -0.231], [-0.100, 0.508, 0.962]]
}



(7)
{
  "formula": "CH6O2",
  "method": "ωB97M-V/def2-TZVPD",
  "mol_weight_g_mol": 50.06,
  "gap_ev": 10.274,
  "smiles": "CO.O",
  "e_tot_ev": -5228.0979,
  "symbols": ["C", "O", "H", "H", "H", "H", "O", "H", "H"],
  "positions_angstrom": [[-1.17402, -0.25007, -1.34408], [0.10047, 0.25181, -1.13131], [-1.13224, -0.45856, -2.52733], [-1.30937, -1.15469, -0.72227], [-2.09888, 0.48704, -1.12983], [0.22863, 0.29233, -0.12362], [1.01087, 0.01246, 2.03771], [1.59105, -0.58308, 2.58581], [0.87427, 0.80327, 2.73051]],
  "atomic_forces_ev_per_a": [[-1.740, 0.220, -2.400], [0.769, 0.895, 2.997], [-0.774, 0.034, 2.739], [-0.336, 0.132, -0.670], [2.091, -1.316, -0.415], [0.071, -0.005, -2.142], [0.405, 1.920, 3.409], [-0.816, 0.666, -1.024], [0.329, -2.546, -2.495]]
}



(8)
{
  "formula": "CH6O4",
  "method": "ωB97M-V/def2-TZVPD",
  "mol_weight_g_mol": 82.05,
  "gap_ev": 6.019,
  "e_tot_ev": -9317.4574,
  "symbols": ["O", "C", "O", "H", "H", "H", "H", "O", "H", "H", "O"],
  "positions_angstrom": [[-1.28420, -0.14310, -1.30637], [-0.59010, -0.94935, -0.56549], [0.74557, -0.88810, -0.66859], [-1.01352, -1.99482, -0.61073], [0.95913, -0.32548, 0.12461], [0.17839, 1.99118, 0.21487], [-0.78461, -0.58758, 0.54020], [-0.08907, 2.01556, -0.70213], [-0.11235, 1.17387, -1.17981], [1.16999, -0.17490, 2.53174], [0.82077, -0.11729, 1.62170]],
  "atomic_forces_ev_per_a": [[0.207, -1.443, 1.581], [0.104, 0.410, -3.894], [-0.730, -0.300, -0.526], [-0.080, 0.370, 0.825], [1.628, -0.144, 1.108], [0.235, -0.764, 0.158], [0.156, 0.247, 2.013], [-0.319, 1.105, -0.713], [0.347, 0.380, 0.625], [-0.504, -0.056, -0.542], [-1.045, 0.196, -0.635]]
}



(9)
{
  "formula": "CH6O5Si",
  "method": "ωB97M-V/def2-TZVPD",
  "mol_weight_g_mol": 126.14,
  "gap_ev": 8.834,
  "e_tot_ev": -19248.6745,
  "symbols": ["C", "O", "O", "O", "O", "O", "Si", "H", "H", "H", "H", "H", "H"],
  "positions_angstrom": [[-1.44920, -0.57999, 0.14632], [2.57231, -1.30536, 0.17718], [1.47919, 1.32228, -1.68413], [0.71244, 2.05338, 0.92200], [-0.84374, 0.44050, -0.66985], [1.71031, -0.42808, 0.95311], [0.62838, 1.05191, -0.39472], [-0.56717, -1.05423, 0.61727], [-1.88493, -1.16252, -0.66279], [-2.05970, 0.08708, 0.73887], [3.10623, -0.70399, -0.38976], [2.40631, 1.52570, -1.55980], [0.51769, 1.64136, 1.73333]],
  "atomic_forces_ev_per_a": [[1.578, 0.917, -1.051], [0.054, 0.368, -0.476], [0.495, 0.402, -0.948], [0.179, 1.030, -3.194], [2.127, 1.603, -1.472], [-1.135, 1.919, -2.691], [-0.188, -2.867, 5.326], [-1.143, -0.394, 0.462], [-0.753, -0.604, 1.005], [-0.847, -1.240, 0.802], [-0.421, -0.473, 0.752], [0.266, 0.236, -0.113], [-0.210, -0.897, 1.598]]
}



(10)
{
  "formula": "CH6OP2S",
  "method": "ωB97M-V/def2-TZVPD",
  "mol_weight_g_mol": 128.07,
  "gap_ev": 8.650,
  "smiles": "C[P@@H](=S)PO",
  "e_tot_ev": -32594.5372,
  "symbols": ["C", "P", "S", "P", "O", "H", "H", "H", "H", "H", "H"],
  "positions_angstrom": [[1.17081, -0.94509, 0.17932], [0.68226, 0.78879, -0.22901], [1.71703, 1.95534, -1.39405], [-1.46065, 0.37022, -0.90113], [-1.91277, -0.31596, 0.53219], [0.87338, -1.55978, -0.72168], [2.16257, -1.03193, 0.64264], [0.40670, -1.20606, 0.98644], [0.64869, 1.26272, 1.02367], [-1.62601, 1.65833, -0.48151], [-2.66201, -0.97658, 0.36312]],
  "atomic_forces_ev_per_a": [[-1.839, -0.055, 0.236], [0.270, -1.476, -1.597], [-0.170, -0.299, -0.060], [1.449, -0.122, 0.241], [-2.090, -1.860, -0.173], [1.098, 0.352, 1.012], [-0.179, -0.176, -0.735], [0.924, 0.213, -0.936], [-0.527, 0.747, 1.567], [-0.588, 1.347, -0.035], [1.652, 1.330, 0.479]]
}